DFT (ωB97M-V/def2-TZVPD) results for a molecular structure, C14H26Br2F3NP.

- relative energy (zero: lowest compared OMol25 entry of this formula, charge and spin) (kcal per mole) = 10.6
- total energy (eV) = -173949.534
- total charge = +1

XYZ file:
```
47
Properties=species:S:1:pos:R:3:forces:R:3:mulliken_charge:R:1
Br -1.7436 0.3090 1.9523 -0.5 0.0 -0.4 -0.170
Br -3.0983 1.5093 4.6224 -0.5 0.2 -0.2 -0.181
P -4.1865 1.5351 0.1887 -0.3 -1.9 -0.2 -0.091
F -1.7090 4.4830 0.3861 -0.5 0.5 1.2 -0.283
F -0.6143 2.6376 0.2307 0.3 -0.7 0.6 -0.124
F -0.2999 4.2082 -1.1699 0.6 0.3 -0.4 -0.327
N 1.8630 -1.1703 -0.3979 -0.5 0.2 -0.1 0.409
C 0.3899 -1.6023 -0.4479 -0.1 -0.1 -0.2 0.158
C -2.3103 3.0660 -1.4017 0.2 -0.7 -0.2 -0.877
C 1.9444 0.3096 -0.1896 0.1 -0.2 0.1 -1.282
C -3.9257 1.7963 2.9116 -0.2 0.4 1.6 0.642
C 1.6573 -2.8116 -2.1176 0.0 -0.1 0.0 -0.616
C -5.2193 2.5526 2.9131 0.3 -0.1 1.0 -1.425
C 2.4114 -1.5512 -1.7575 0.1 -0.2 0.0 -0.682
C 4.7149 -3.1346 0.3093 0.0 0.1 -0.1 -1.228
C 2.5360 -1.8973 0.7463 0.3 0.2 0.0 -0.734
C -2.8438 1.6536 -1.0885 -0.2 1.3 0.2 0.539
C -3.3775 1.3133 1.8337 1.1 0.3 -1.6 0.067
C -1.2471 3.5829 -0.4494 -0.2 0.4 -1.6 0.876
C 4.0641 -1.8208 0.7478 0.1 -0.4 0.1 -0.619
C 0.2334 -2.4600 -1.7052 -0.2 -0.1 -0.1 -0.711
H 0.1599 -2.1514 0.4613 0.1 0.1 0.1 0.366
H -5.2707 3.1111 3.8459 -0.2 0.1 -0.1 0.388
H -5.3039 3.2632 2.0976 0.0 -0.1 -0.1 0.425
H 5.8003 -3.0488 0.3348 0.0 0.0 0.0 0.390
H 1.4914 0.5501 0.7698 0.0 0.1 0.0 0.450
H 4.4297 -3.9466 0.9792 0.0 0.0 0.0 0.354
H -0.3798 -3.3415 -1.5295 0.0 0.0 0.1 0.370
H 3.4912 -1.6593 -1.7159 0.0 0.1 0.1 0.347
H -2.0086 1.0039 -0.8350 -0.2 -0.2 0.1 -0.904
H 4.4401 -0.9973 0.1383 -0.1 0.1 0.0 0.318
H 2.1979 -2.9321 0.7152 0.0 0.0 -0.1 0.618
H 4.4262 -3.4188 -0.7047 0.0 0.0 0.0 0.247
H 2.1633 -0.7422 -2.4443 0.0 0.0 0.1 0.456
H -3.2871 1.2808 -2.0089 -0.1 -0.2 0.0 0.452
H 2.9882 0.6128 -0.2084 0.0 0.0 0.0 0.345
H -1.8411 3.0279 -2.3846 0.1 0.0 0.0 0.390
H -0.2298 -0.7107 -0.4877 0.1 0.0 0.1 -0.447
H 2.0313 -3.6648 -1.5481 0.0 0.0 0.0 0.263
H -3.0901 3.8181 -1.4875 -0.1 0.0 0.2 0.389
H 1.3997 0.8024 -0.9907 0.0 0.0 0.0 0.520
H -4.8218 2.7970 0.2081 0.8 0.2 0.1 -0.030
H 1.7397 -3.0536 -3.1751 0.1 0.0 0.0 0.473
H 2.1341 -1.4430 1.6517 -0.2 0.0 -0.1 0.381
H -0.2547 -1.8783 -2.4881 0.0 0.0 0.0 0.353
H 4.3912 -1.6175 1.7681 -0.1 0.1 0.0 0.409
H -6.0357 1.8301 2.9219 -0.2 0.1 -0.2 0.336
```
Positions in Å, forces in eV/Å.